{
  "formula": "C2H39O18",
  "method": "ωB97M-V/def2-TZVPD",
  "charge": -1,
  "lumo_energy_ha": 0.0687,
  "relative_energy_kcal_mol": 22.1,
  "symbols": ["C", "C", "O", "H", "H", "H", "H", "H", "O", "H", "H", "O", "H", "H", "O", "H", "H", "O", "H", "H", "O", "H", "H", "O", "H", "H", "O", "H", "H", "O", "H", "H", "O", "H", "H", "O", "H", "H", "O", "H", "H", "O", "H", "H", "O", "H", "H", "O", "H", "H", "O", "H", "H", "O", "H", "H", "O", "H", "H"],
  "xyz": [[-0.112, 0.453, -0.529], [0.392, -0.447, 0.610], [1.313, -1.284, -0.043], [-0.831, -0.134, -1.132], [0.684, 0.839, -1.103], [-0.662, 1.322, -0.318], [-0.523, -0.910, 0.934], [0.832, 0.133, 1.422], [-3.181, 0.774, 0.898], [-2.562, 0.313, 1.493], [-3.211, 0.106, 0.231], [-2.905, -1.615, -0.787], [-3.856, -1.667, -0.960], [-2.841, -1.811, 0.153], [-2.653, -2.285, 1.969], [-3.380, -2.542, 2.486], [-2.107, -3.055, 1.825], [0.589, 3.526, -2.080], [0.982, 2.735, -2.429], [0.989, 4.291, -2.421], [-1.898, 4.002, -0.743], [-1.021, 3.632, -0.856], [-1.853, 4.747, -1.386], [3.235, 0.621, 0.068], [2.508, -0.071, 0.210], [3.425, 0.689, 0.991], [0.682, -1.560, 3.873], [-0.012, -0.897, 3.622], [0.527, -1.897, 4.775], [0.043, -3.335, 1.798], [0.521, -2.790, 1.169], [0.305, -2.879, 2.598], [-1.647, -0.077, 3.085], [-1.838, -0.992, 2.908], [-1.648, 0.050, 4.064], [2.914, 1.591, -2.532], [2.908, 1.349, -1.601], [3.047, 0.770, -3.003], [0.510, 0.764, -4.031], [1.285, 1.235, -4.284], [0.875, 0.228, -3.282], [1.673, -1.244, -2.538], [1.540, -1.149, -1.571], [2.582, -1.492, -2.492], [1.642, 3.483, 0.333], [1.217, 3.507, -0.523], [2.275, 2.771, 0.361], [-0.576, 2.607, 2.313], [-1.103, 1.988, 1.802], [0.014, 2.851, 1.641], [2.897, -1.883, 2.163], [2.273, -2.000, 2.849], [2.408, -1.665, 1.332], [-0.614, -3.019, -1.202], [-1.384, -2.444, -1.254], [0.068, -2.470, -0.808], [-1.518, -1.567, -3.581], [-0.886, -0.960, -3.237], [-2.354, -1.249, -3.269]],
  "lowdin_charge": [-0.056, -0.359, -0.364, 0.078, 0.034, 0.040, 0.067, 0.107, -0.043, -0.016, -0.024, -0.055, 0.082, 0.009, -0.011, 0.056, 0.057, -0.011, 0.020, 0.054, -0.071, -0.026, 0.043, -0.072, 0.023, 0.037, -0.068, 0.039, 0.079, -0.053, -0.003, -0.015, -0.064, -0.010, 0.099, -0.056, -0.012, 0.027, -0.071, -0.003, -0.009, -0.058, -0.026, 0.041, -0.046, -0.039, 0.010, -0.038, -0.008, -0.043, -0.072, -0.046, -0.004, -0.059, -0.035, -0.023, -0.027, -0.025, 0.013]
}

{
  "formula": "C26H50O8",
  "method": "ωB97M-V/def2-TZVPD",
  "charge": -2,
  "lumo_energy_ha": 0.1508,
  "relative_energy_kcal_mol": 0.0,
  "symbols": ["C", "C", "O", "O", "H", "H", "C", "C", "C", "O", "C", "H", "H", "H", "H", "H", "H", "H", "H", "C", "C", "C", "O", "C", "H", "H", "H", "H", "H", "H", "H", "H", "C", "C", "C", "O", "C", "H", "H", "H", "H", "H", "H", "H", "H", "C", "C", "C", "O", "C", "H", "H", "H", "H", "H", "H", "H", "H", "C", "C", "C", "O", "C", "H", "H", "H", "H", "H", "H", "H", "H", "C", "C", "C", "O", "C", "H", "H", "H", "H", "H", "H", "H", "H"],
  "xyz": [[-2.314, 2.111, -0.857], [-2.077, 1.787, 0.562], [-2.353, 0.617, 1.021], [-1.575, 2.690, 1.333], [-2.897, 1.347, -1.367], [-1.417, 2.400, -1.413], [2.473, 2.756, 3.362], [1.206, 2.032, 2.907], [1.194, 2.319, 1.420], [2.603, 2.407, 1.031], [3.411, 2.484, 2.190], [2.875, 2.396, 4.312], [2.282, 3.828, 3.454], [1.305, 0.958, 3.096], [0.286, 2.377, 3.372], [0.682, 3.253, 1.201], [0.706, 1.540, 0.840], [3.938, 1.528, 2.339], [4.164, 3.268, 2.050], [5.078, -0.400, 0.225], [6.171, -0.913, -0.711], [5.381, -1.159, -1.991], [4.331, -0.206, -2.005], [4.217, 0.431, -0.719], [5.457, 0.182, 1.064], [4.501, -1.238, 0.623], [6.923, -0.136, -0.873], [6.679, -1.809, -0.350], [4.950, -2.169, -1.996], [5.984, -1.040, -2.894], [4.584, 1.457, -0.799], [3.173, 0.476, -0.421], [-0.294, 7.791, 0.718], [-1.141, 6.870, 1.594], [-1.541, 5.762, 0.620], [-0.442, 5.677, -0.311], [0.428, 6.774, -0.160], [0.392, 8.436, 1.275], [-0.941, 8.428, 0.107], [-0.532, 6.456, 2.402], [-2.005, 7.367, 2.038], [-2.449, 6.021, 0.065], [-1.682, 4.780, 1.087], [1.359, 6.437, 0.322], [0.683, 7.172, -1.148], [0.651, -1.881, 0.603], [1.757, -2.169, -0.411], [0.946, -2.541, -1.645], [-0.268, -1.822, -1.571], [-0.416, -1.210, -0.253], [0.976, -1.248, 1.428], [0.271, -2.820, 1.019], [2.334, -1.261, -0.601], [2.449, -2.960, -0.110], [0.727, -3.622, -1.647], [1.458, -2.295, -2.580], [-0.262, -0.134, -0.338], [-1.433, -1.342, 0.106], [-5.142, -1.644, -4.311], [-3.774, -2.315, -4.201], [-3.059, -1.399, -3.205], [-4.080, -0.900, -2.348], [-5.359, -1.175, -2.874], [-5.937, -2.302, -4.670], [-5.081, -0.783, -4.982], [-3.881, -3.322, -3.785], [-3.246, -2.394, -5.153], [-2.573, -0.557, -3.709], [-2.304, -1.908, -2.607], [-5.839, -1.964, -2.275], [-5.971, -0.273, -2.806], [-2.178, -5.164, 1.147], [-3.103, -5.946, 2.076], [-2.249, -7.164, 2.410], [-0.893, -6.726, 2.382], [-0.822, -5.420, 1.787], [-2.415, -4.104, 1.078], [-2.208, -5.585, 0.140], [-3.306, -5.366, 2.978], [-4.057, -6.213, 1.621], [-2.383, -7.956, 1.662], [-2.465, -7.582, 3.395], [-0.615, -4.685, 2.571], [-0.004, -5.398, 1.066]],
  "lowdin_charge": [-0.138, -0.861, -0.214, -0.220, -0.068, -0.066, -0.181, -0.162, -0.160, -0.166, -0.251, 0.096, 0.105, 0.105, 0.110, 0.106, 0.102, 0.096, 0.106, -0.167, -0.176, -0.227, -0.139, -0.195, 0.099, 0.108, 0.107, 0.103, 0.112, 0.109, 0.122, 0.099, -0.196, -0.182, -0.183, -0.146, -0.247, 0.094, 0.100, 0.106, 0.098, 0.105, 0.089, 0.109, 0.105, -0.144, -0.172, -0.230, -0.162, -0.155, 0.106, 0.085, 0.078, 0.103, 0.104, 0.111, 0.097, 0.103, -0.188, -0.181, -0.189, -0.128, -0.226, 0.096, 0.107, 0.103, 0.100, 0.126, 0.100, 0.110, 0.115, -0.160, -0.172, -0.226, -0.151, -0.207, 0.122, 0.115, 0.114, 0.107, 0.110, 0.109, 0.117, 0.111]
}

{
  "formula": "C5H13N2",
  "method": "ωB97M-V/def2-TZVPD",
  "charge": 1,
  "lumo_energy_ha": -0.1173,
  "relative_energy_kcal_mol": 63.4,
  "smiles": "C=C(CCN)[NH2+]C",
  "symbols": ["C", "C", "C", "C", "C", "N", "N", "H", "H", "H", "H", "H", "H", "H", "H", "H", "H", "H", "H", "H"],
  "xyz": [[0.267, -1.191, -1.662], [0.632, -1.282, -0.157], [0.424, -0.175, 0.819], [0.972, -0.299, 2.040], [-1.422, 1.514, 1.062], [-0.182, 1.043, 0.386], [-0.403, 0.129, -2.063], [-0.377, -1.987, -2.044], [1.177, -1.157, -2.239], [0.080, -2.185, 0.173], [1.693, -1.618, -0.212], [0.746, 0.353, 2.862], [1.700, -1.092, 2.285], [-1.953, 0.700, 1.569], [-2.019, 2.131, 0.391], [-1.165, 2.060, 2.040], [0.597, 1.746, 0.464], [0.237, 0.593, -2.749], [-1.209, -0.033, -2.663], [-0.344, 1.032, -0.735]],
  "lowdin_charge": [-0.168, -0.129, -0.319, 0.117, -0.006, -0.023, -0.019, 0.121, 0.104, 0.132, 0.136, 0.074, 0.103, 0.105, 0.099, 0.124, 0.200, 0.117, 0.098, 0.134]
}

{
  "formula": "C2H4CuO2",
  "method": "ωB97M-V/def2-TZVPD",
  "charge": 1,
  "lumo_energy_ha": -0.2114,
  "relative_energy_kcal_mol": 127.5,
  "symbols": ["C", "C", "O", "H", "H", "H", "H", "Cu", "O"],
  "xyz": [[-0.399, -0.443, 0.300], [-1.522, 0.267, 0.018], [0.651, 0.104, -0.425], [-0.191, -1.478, 0.561], [-2.440, -0.318, -0.059], [-1.637, 1.263, 0.456], [0.081, 1.002, -0.788], [3.646, -0.707, -0.445], [1.812, 0.311, 0.382]],
  "lowdin_charge": [-0.096, 0.077, -0.158, 0.144, 0.090, 0.112, 0.267, 0.774, -0.210]
}

{
  "formula": "C18H12N2O6S",
  "method": "ωB97M-V/def2-TZVPD",
  "charge": 0,
  "lumo_energy_ha": -0.0344,
  "relative_energy_kcal_mol": 0.0,
  "smiles": "O=C(O)c1cccc(CN2C(=O)S/C(=C/c3ccccc3[N+](=O)[O-])C2=O)c1",
  "symbols": ["O", "C", "O", "H", "C", "C", "C", "C", "C", "C", "H", "H", "H", "C", "N", "C", "O", "S", "C", "C", "C", "C", "C", "C", "C", "C", "N", "O", "O", "H", "H", "H", "H", "H", "C", "O", "H", "H", "H"],
  "xyz": [[-2.577, -2.185, -2.009], [-3.575, -1.952, -1.378], [-4.718, -2.631, -1.582], [-4.582, -3.290, -2.279], [-3.694, -0.914, -0.328], [-2.538, -0.265, 0.098], [-2.613, 0.733, 1.057], [-3.851, 1.072, 1.589], [-4.999, 0.418, 1.177], [-4.928, -0.574, 0.217], [-5.818, -1.081, -0.120], [-5.954, 0.692, 1.600], [-3.916, 1.856, 2.330], [-1.374, 1.453, 1.521], [-0.486, 1.750, 0.410], [-0.925, 2.522, -0.633], [-1.981, 3.073, -0.713], [0.364, 2.615, -1.868], [1.401, 1.537, -0.952], [2.574, 1.075, -1.410], [3.502, 0.178, -0.725], [4.848, 0.549, -0.712], [5.802, -0.208, -0.059], [5.438, -1.374, 0.596], [4.117, -1.778, 0.576], [3.160, -1.018, -0.081], [1.815, -1.549, -0.105], [1.080, -1.202, -1.004], [1.515, -2.336, 0.761], [3.803, -2.691, 1.060], [6.178, -1.968, 1.109], [6.832, 0.113, -0.063], [5.136, 1.464, -1.209], [2.919, 1.440, -2.369], [0.782, 1.219, 0.349], [1.293, 0.607, 1.257], [-0.793, 0.827, 2.208], [-1.645, 2.386, 2.022], [-1.595, -0.562, -0.340]],
  "lowdin_charge": [0.118, -0.484, 0.103, 0.132, -0.119, 0.057, -0.187, -0.022, -0.057, -0.012, 0.115, 0.106, 0.115, -0.055, -0.003, -0.706, 0.085, 1.105, -0.429, -0.033, -0.132, -0.017, -0.062, -0.057, 0.015, -0.101, -0.353, 0.092, 0.103, 0.123, 0.108, 0.108, 0.119, 0.125, -0.428, 0.125, 0.140, 0.140, 0.125]
}

{
  "formula": "C17H45ClO14PS4",
  "method": "ωB97M-V/def2-TZVPD",
  "charge": -1,
  "lumo_energy_ha": 0.0616,
  "symbols": ["C", "C", "Cl", "C", "P", "O", "C", "C", "O", "H", "H", "H", "H", "H", "H", "H", "H", "H", "H", "H", "H", "H", "O", "S", "O", "O", "C", "C", "C", "H", "H", "H", "H", "H", "H", "H", "H", "O", "S", "O", "O", "C", "C", "C", "H", "H", "H", "H", "H", "H", "H", "H", "O", "S", "O", "O", "C", "C", "C", "H", "H", "H", "H", "H", "H", "H", "H", "O", "S", "O", "O", "C", "C", "C", "H", "H", "H", "H", "H", "H", "H", "H"],
  "xyz": [[8.206, -3.305, 4.943], [7.373, -3.375, 3.686], [8.225, -2.323, 2.439], [5.960, -2.914, 3.845], [4.850, -4.162, 4.852], [4.182, -2.809, 5.781], [2.971, -2.362, 5.296], [2.677, -2.951, 3.895], [3.569, -3.994, 3.657], [8.163, -2.322, 5.400], [9.246, -3.491, 4.682], [7.902, -4.071, 5.643], [7.399, -4.395, 3.325], [5.940, -1.928, 4.289], [5.522, -2.882, 2.856], [3.955, -5.082, 5.534], [5.866, -4.371, 5.858], [5.416, -5.277, 4.106], [2.133, -2.532, 5.980], [3.012, -1.267, 5.180], [1.669, -3.376, 3.878], [2.712, -2.154, 3.148], [-0.078, -1.028, 2.960], [-1.474, -1.321, 2.947], [-1.946, -2.626, 2.610], [-2.214, -0.244, 2.028], [-1.688, -0.042, 0.694], [-2.081, -1.147, -0.265], [-2.191, -0.831, 4.480], [-0.605, 0.079, 0.740], [-2.111, 0.906, 0.364], [-1.606, -2.091, -0.002], [-1.780, -0.888, -1.280], [-3.159, -1.306, -0.249], [-1.861, 0.177, 4.715], [-1.837, -1.533, 5.231], [-3.274, -0.885, 4.394], [-1.153, -1.184, -4.800], [-2.558, -0.961, -4.641], [-3.263, -1.488, -3.515], [-3.301, -1.418, -5.979], [-3.038, -2.753, -6.455], [-3.781, -3.811, -5.663], [-2.908, 0.759, -4.770], [-1.962, -2.936, -6.453], [-3.371, -2.752, -7.491], [-3.408, -3.879, -4.643], [-3.657, -4.785, -6.138], [-4.843, -3.574, -5.612], [-2.404, 1.155, -5.647], [-2.527, 1.238, -3.871], [-3.984, 0.890, -4.843], [0.605, 3.093, -6.401], [0.982, 2.269, -5.290], [0.079, 2.058, -4.202], [2.377, 2.780, -4.719], [2.488, 4.174, -4.369], [1.822, 4.496, -3.046], [1.536, 0.705, -5.872], [2.089, 4.786, -5.180], [3.558, 4.363, -4.310], [0.741, 4.386, -3.108], [2.046, 5.524, -2.760], [2.179, 3.826, -2.265], [2.252, 0.865, -6.673], [0.659, 0.172, -6.233], [1.984, 0.165, -5.042], [-2.963, 4.026, 2.749], [-3.956, 3.485, 1.874], [-3.613, 3.092, 0.542], [-5.182, 4.505, 1.809], [-4.882, 5.877, 1.485], [-4.618, 6.082, 0.007], [-4.790, 2.155, 2.664], [-4.043, 6.220, 2.093], [-5.763, 6.437, 1.794], [-3.697, 5.591, -0.304], [-4.527, 7.147, -0.210], [-5.432, 5.668, -0.588], [-5.082, 2.468, 3.663], [-4.083, 1.327, 2.709], [-5.655, 1.880, 2.067]],
  "lowdin_charge": [-0.177, -0.787, 0.480, -0.343, 0.493, -0.362, -0.315, -0.292, -0.380, 0.073, 0.050, 0.049, 0.078, 0.072, 0.060, -0.018, -0.032, -0.019, 0.089, 0.097, 0.093, 0.094, -0.255, 0.564, -0.269, -0.288, -0.239, -0.064, -0.123, 0.119, 0.103, 0.078, 0.066, 0.086, 0.074, 0.078, 0.067, -0.277, 0.571, -0.271, -0.264, -0.257, -0.072, -0.117, 0.113, 0.119, 0.073, 0.080, 0.084, 0.072, 0.072, 0.075, -0.281, 0.567, -0.278, -0.259, -0.252, -0.071, -0.115, 0.112, 0.121, 0.070, 0.080, 0.088, 0.075, 0.062, 0.084, -0.268, 0.570, -0.276, -0.265, -0.256, -0.074, -0.108, 0.114, 0.119, 0.071, 0.080, 0.083, 0.077, 0.055, 0.079]
}